Here is a molecular structure, C49H93BBr2F3IN7O12P2 at a distorted geometry from the OMol25 dataset. Energies are from ωB97M-V/def2-TZVPD.

Summary:
M = 1388.8 g/mol
LUMO energy (spin up / spin down) = -0.5 / -0.7 eV
Charge = 0
Kohn-Sham gap (spin up / spin down) = 8.3 / 8.1 eV
HOMO level (spin up / spin down) = -8.8 / -8.8 eV
2S+1 = 4

The geometry in XYZ format:
```
170
Properties=species:S:1:pos:R:3:forces:R:3:mulliken_charge:R:1
I -1.45582 9.56470 -1.14216 0.5 -1.2 0.0 0.01
Br -5.48669 4.26886 4.83740 0.2 0.5 -1.1 -0.15
Br -2.67690 2.74244 4.38580 0.1 0.3 -1.2 0.01
P -2.30126 0.72040 -2.16164 -3.6 -0.4 -6.0 0.96
P -0.03162 -0.96463 0.68862 -2.1 -4.4 -1.5 1.33
F 2.97760 2.73426 3.45828 0.1 0.4 -4.8 -0.26
F 2.82973 3.92556 1.26434 0.6 -3.8 2.9 -0.28
F 4.45600 2.23003 1.65956 -4.0 1.6 1.2 -0.24
O -0.91530 0.62623 -3.27806 -3.0 -1.0 1.8 -0.57
O 2.47746 1.38898 -0.09272 0.0 -0.9 2.4 -0.62
O -3.46944 1.21702 -3.16029 3.8 -1.4 4.1 -0.73
O -2.72485 -0.86980 -1.65872 -0.1 2.7 -0.4 -0.43
O 4.22099 -4.18517 1.02853 2.6 -1.4 2.2 -0.46
O 0.89737 -0.06428 3.94846 -1.4 -0.8 -2.2 -0.59
O -1.50457 5.09268 2.38692 0.7 1.0 4.1 -0.44
O 1.30212 -1.81706 1.49975 -0.5 1.8 -3.1 -0.08
O -1.94377 0.97016 1.61414 1.2 0.3 -1.3 0.78
O -9.29169 -1.69952 -4.68928 2.5 -2.7 -1.0 -0.50
O 0.44723 -0.67516 -0.94216 0.0 -1.1 2.0 -0.45
O 6.20888 3.33203 -3.80568 1.0 -2.3 2.8 -0.50
N -7.03962 -0.17496 -0.03406 5.2 2.5 1.0 -0.42
N 6.72375 2.58932 -2.72644 -0.3 3.6 -3.6 0.24
N 5.10251 -4.86989 1.88615 -4.3 1.0 -2.7 0.20
N -8.35002 -2.72626 -4.89057 -3.1 3.1 2.5 0.28
N -1.62391 -0.46834 4.04311 3.3 -0.7 0.7 -0.08
N -1.68638 4.34259 1.30811 -0.2 -1.1 -2.9 1.69
N -1.23689 -2.09520 0.69216 1.9 3.3 0.9 -0.82
C -1.18751 -0.27052 5.51040 -1.9 0.3 1.3 -0.93
C -1.73922 -2.00094 3.93816 -1.7 -0.2 0.3 -0.60
C -0.79904 7.47351 -1.11369 0.4 -2.6 0.2 -0.91
C -4.57256 -0.15418 1.09928 -1.4 0.7 -1.1 0.38
C 9.30490 3.84443 -1.96880 0.0 -0.1 0.1 -0.48
C -7.68811 -3.82668 -2.21426 0.1 0.0 -0.1 -0.85
C 5.82248 -6.02589 -0.27281 -0.5 0.6 0.2 -1.79
C -1.81621 1.97645 -0.82791 1.0 1.4 0.0 -0.27
C 4.28277 -7.21356 1.33870 -0.3 0.3 0.1 -1.18
C -0.55778 0.64018 1.66920 2.4 -0.1 1.6 -0.15
C 5.47354 4.32300 -1.33105 0.1 -0.1 -0.8 -1.73
C -2.81879 3.36816 1.34760 -2.1 0.4 -1.2 -1.75
C 6.89876 2.67395 -0.23412 0.2 -0.2 0.0 -1.58
C -2.48918 1.87200 0.64964 -2.7 -0.1 -0.6 1.37
C 7.90106 1.28688 -4.57903 -0.5 0.7 0.0 -1.75
C -1.68676 5.29310 0.14375 0.8 0.5 -2.4 -0.92
C -8.97811 -4.01007 -4.43088 -0.6 -1.9 -0.5 1.62
C 8.39698 0.79763 -2.23287 0.1 -0.1 0.2 -1.75
C -4.57061 4.66738 3.05781 0.4 -0.2 -0.4 0.03
C -5.78865 4.90692 1.98650 -0.6 -0.9 0.5 -0.66
C 6.79225 3.50685 -1.54009 -0.6 0.4 1.9 1.89
C 0.55278 1.82963 1.64343 0.8 1.0 0.6 -0.16
C -5.88869 -3.14844 -4.75968 0.1 -0.2 0.0 -1.84
C 3.71586 -7.34893 2.74825 0.1 0.0 0.1 -0.58
C 0.31559 6.43247 3.51218 -0.5 -0.1 0.2 -1.05
C -6.59168 1.09621 -0.67289 1.5 -0.3 0.8 -0.45
C -7.14898 -2.47092 -2.66184 -0.5 0.0 -0.1 -0.12
C 6.72579 -6.77098 1.86792 0.1 0.0 0.3 -1.63
C -10.43053 -4.20245 -4.98067 0.1 0.8 0.1 -1.73
C -6.66867 -0.83999 -4.53063 -0.8 -0.1 0.0 -1.57
C 7.97553 4.50687 -1.62167 0.1 -0.1 -0.4 -1.37
C 5.43621 -6.18119 1.23565 1.5 -1.3 -0.8 1.58
C -7.07725 -2.31522 -4.20563 1.9 0.5 -0.1 1.75
C -5.17593 1.89661 -0.58665 0.4 -3.4 2.5 -0.39
C 4.45773 -4.93457 3.24191 0.1 0.4 2.0 1.95
C 3.31938 -5.98880 3.31562 0.0 0.0 -0.4 -1.13
C 9.18442 2.99564 -3.23137 -0.3 0.3 0.1 -1.26
C -4.01858 1.24005 0.35851 -5.1 -2.1 -0.2 -0.48
C -0.96446 6.74835 0.38156 1.0 -0.3 -0.4 0.05
C -0.21506 4.91375 3.05227 2.2 1.7 0.2 0.67
C 3.87771 -3.55474 3.69852 -0.1 0.0 -0.8 -1.65
C -9.02207 -4.13763 -2.88536 0.1 0.4 0.1 -1.27
C -3.68140 3.27837 2.74139 -2.0 0.4 -0.4 -0.82
C 8.01754 1.97186 -3.17686 1.1 -1.6 -0.3 1.74
C 3.03765 2.64139 1.98233 1.9 -0.7 -0.4 0.65
C -8.21261 -5.21819 -5.03513 0.3 0.0 0.0 -1.71
C 5.53089 -5.24880 4.32057 0.2 -0.2 0.1 -1.91
C 2.10694 1.39271 1.36153 1.1 1.5 0.1 0.05
C -6.04893 -0.81695 0.87875 1.8 3.8 -2.0 -0.38
B -0.39372 0.02261 3.24083 -0.1 -1.4 1.8 -0.97
H -7.82061 -3.82353 -1.12632 0.0 0.0 -0.1 0.41
H 2.99145 -6.11781 4.35455 0.2 0.2 -0.1 0.39
H 7.51029 0.23686 -1.91844 0.1 0.2 0.0 0.33
H 5.51006 4.89474 -0.39532 0.3 -0.3 -0.1 0.41
H -1.45999 6.84303 -1.85514 1.2 1.6 1.3 0.37
H -6.25930 3.83786 1.75565 1.0 2.2 0.4 0.18
H 0.56534 2.28172 2.75014 0.0 -0.9 -2.5 0.03
H 5.72247 -6.31429 4.44373 0.1 0.0 -0.1 0.33
H -0.72299 -2.51316 3.66571 -2.0 0.6 0.4 0.14
H -6.36260 -1.81877 1.43053 0.8 2.5 -1.4 0.29
H 5.21642 -4.90260 5.31398 -0.1 0.0 -0.4 0.47
H -4.56488 2.47206 2.70863 2.4 1.5 -0.4 0.67
H 1.89741 -2.17971 0.76384 -0.9 0.7 1.5 0.25
H -2.19752 -0.37996 6.13740 2.1 0.2 -1.2 0.24
H 10.13489 2.47542 -3.40323 -0.3 -0.2 0.0 0.35
H 1.14251 -1.01557 4.16090 -0.7 1.7 -0.2 0.26
H -3.89820 5.59836 3.26982 -1.3 -1.9 -0.5 0.33
H -8.77129 -6.15127 -4.88835 -0.1 0.3 0.0 0.45
H -2.20435 3.01136 -1.28614 0.7 -2.5 0.8 0.55
H 4.62427 -8.19828 0.99631 0.2 0.3 0.0 0.37
H 3.46385 -6.92652 0.66464 0.2 0.2 0.0 0.36
H 0.80346 6.40668 4.59541 -1.1 0.0 -2.4 0.33
H -5.47065 5.38557 0.96716 -0.4 -0.8 2.1 0.20
H -3.62594 3.81935 0.58608 1.4 -1.1 1.5 0.01
H -11.14206 -3.48275 -4.56058 0.3 0.0 -0.1 0.34
H 6.17169 -6.97929 -0.68863 -0.1 0.1 0.4 0.43
H 7.08843 0.55145 -4.59126 0.1 0.2 0.1 0.44
H -7.79210 -1.68746 -2.23761 0.1 -0.1 -0.2 0.31
H -0.64436 2.05582 -0.85869 -2.2 -0.3 0.3 0.23
H 9.06093 0.07902 -2.73124 -0.2 0.3 -0.1 0.47
H 9.04887 3.67012 -4.08816 -0.2 -0.2 0.1 0.38
H 0.14913 6.51887 0.72739 -2.5 0.7 -0.4 -0.11
H 2.47875 0.44678 1.93682 -0.9 1.7 -1.1 0.23
H -7.23988 -5.39619 -4.58124 0.0 0.1 -0.1 0.29
H 2.83672 -8.00295 2.72513 0.1 0.1 0.0 0.39
H -1.52091 7.44400 1.14928 1.2 -1.6 -1.6 0.37
H 3.32847 0.87247 -0.22836 -1.5 0.9 0.6 0.40
H -3.88036 -0.74410 1.87292 -1.5 1.7 -1.9 -0.33
H 8.82758 0.75907 -4.83725 -0.1 0.2 0.4 0.42
H 7.10520 -7.61287 1.27498 -0.3 0.3 -0.1 0.44
H 8.08315 5.04445 -0.67144 -0.3 -0.2 -0.1 0.37
H -10.45463 -4.11185 -6.07294 0.1 0.1 0.2 0.44
H -7.36665 -0.10418 -4.11478 0.0 -0.3 -0.2 0.29
H 5.29720 5.05548 -2.12672 0.1 -0.3 0.0 0.38
H -3.73783 -0.96787 -1.61595 2.1 0.7 -0.2 0.24
H -6.15600 -2.31895 -2.22087 0.0 0.1 -0.3 -0.33
H 7.52445 -6.01991 1.90772 -0.2 -0.1 0.0 0.38
H 0.55454 4.55128 2.24912 -1.6 0.3 1.7 -0.30
H -1.04775 4.76432 -0.71639 -1.4 1.2 1.6 0.28
H 6.63113 -5.29674 -0.40042 -0.2 -0.1 0.1 0.44
H 2.44079 -5.62801 2.76309 0.2 0.1 0.0 0.27
H 6.47745 -4.74408 4.09960 -0.1 -0.1 -0.1 0.37
H 7.87329 2.21468 -0.08168 0.0 -0.1 -0.1 0.28
H -6.66349 5.51716 2.52124 2.2 -1.1 -1.3 0.36
H 4.97762 -5.71456 -0.89730 0.1 0.1 0.3 0.34
H -10.81835 -5.19652 -4.72523 0.4 0.1 0.0 0.41
H 4.64659 -2.77431 3.66495 -0.1 -0.2 -0.1 0.50
H 6.13756 1.88441 -0.20686 0.2 0.2 -0.1 0.18
H -8.07121 -5.09467 -6.11600 0.0 0.1 0.2 0.38
H 0.32961 7.34078 -1.47338 -2.6 0.7 0.8 0.41
H -2.14021 -2.36150 5.00312 1.0 0.6 -2.4 0.38
H -5.68799 -0.59970 -4.10142 -0.1 -0.3 0.0 0.32
H -4.93335 2.90858 -1.16906 -0.9 -2.6 1.2 0.22
H -6.96203 -4.61879 -2.42772 0.0 0.0 0.0 0.27
H -2.61865 -2.24287 3.18484 2.2 0.2 1.3 0.22
H 7.72859 2.00436 -5.38958 -0.1 -0.1 0.3 0.35
H 1.09919 6.86426 2.75756 -1.5 -0.9 1.5 0.23
H -7.41198 1.61859 -1.36871 2.0 -1.5 1.7 0.29
H 0.31361 -1.48110 -1.53414 -0.2 1.3 1.4 0.36
H -5.76063 -4.10723 -4.25822 -0.1 0.0 -0.1 0.31
H 8.94398 1.11446 -1.34543 -0.2 0.0 0.0 0.31
H 4.44200 -7.84220 3.40369 0.0 0.1 0.0 0.30
H -2.00745 -1.60491 1.19314 0.3 -0.6 -0.6 -0.10
H -5.99328 -3.32496 -5.83553 -0.1 0.0 0.2 0.37
H -9.33829 -5.14795 -2.59766 0.0 0.1 -0.3 0.39
H 7.76464 5.27330 -2.38028 -0.2 -0.2 0.0 0.36
H 10.06690 4.61711 -2.12211 -0.1 -0.1 0.0 0.40
H -2.72222 5.53461 -0.33948 1.3 -0.7 1.1 0.27
H -4.93227 -2.62759 -4.61982 -0.4 0.1 0.1 0.46
H 6.58304 -7.17158 2.86944 0.0 0.1 0.0 0.29
H 6.73922 3.30521 0.64927 -0.1 0.0 -0.4 0.46
H 3.02809 -3.22778 3.08798 0.3 -0.1 -0.1 0.09
H -9.78026 -3.45566 -2.47615 0.1 0.0 -0.3 0.38
H -1.34499 0.23520 -4.11120 0.6 0.9 1.7 0.35
H -0.62587 7.14877 3.53330 2.0 -1.4 0.0 0.22
H -6.60310 -0.67931 -5.61287 -0.1 -0.1 0.1 0.47
H 3.50478 -3.60632 4.72904 0.3 -0.3 -0.2 0.44
H -0.22084 4.28384 4.03432 -0.4 0.7 -2.1 0.17
H 0.33819 2.73561 0.94107 0.1 -1.8 1.2 0.27
H 4.60277 3.65923 -1.27593 0.2 0.0 0.0 0.34
H 9.65668 3.23596 -1.12844 0.0 0.0 -0.1 0.30
H -0.80327 0.81610 5.72046 -0.5 -2.3 -0.5 0.21
H -0.48318 -1.12241 5.89779 -1.0 1.8 -0.7 0.36
```
Positions in Å, forces in eV/Å.

Here is a molecular structure, C3H5NO2 at a distorted geometry from the OMol25 dataset. Energies are from ωB97M-V/def2-TZVPD.

Summary:
M = 87.1 g/mol
Relative energy (zero: lowest compared OMol25 entry of this formula, charge and spin) = 112.2 kcal per mole
LUMO energy = 0.9 eV
Charge = 0
Kohn-Sham gap = 9.3 eV
HOMO level = -8.5 eV
2S+1 = 1

The geometry in XYZ format:
```
11
Properties=species:S:1:pos:R:3:forces:R:3:mulliken_charge:R:1
O -1.96983 0.30612 -0.43936 -0.3 0.2 -0.2 -0.40
O 1.96810 -0.70234 -0.65764 0.2 -0.4 0.1 -0.42
N 1.29513 -0.18155 0.49681 -0.4 -0.2 0.1 -0.36
C -0.86528 -0.45529 -0.81919 0.1 0.1 -0.3 -0.33
C -1.09792 0.95411 0.53663 0.0 0.4 0.2 -0.13
C -0.00830 0.06552 0.05222 -0.4 0.0 -0.3 0.16
H -0.86773 -1.13747 -1.65887 -0.2 0.1 0.1 0.37
H -1.48299 0.85258 1.55551 0.1 0.0 -0.2 0.25
H 2.90445 -0.71564 -0.42199 -0.1 0.2 0.1 0.33
H -0.90457 1.99528 0.27799 -0.3 0.1 0.0 0.18
H 1.02893 -0.98131 1.07788 1.3 -0.3 0.2 0.33
```
Positions in Å, forces in eV/Å.

Here is C5H14Si2 in the gas phase at a distorted geometry from the OMol25 dataset. Energies are from ωB97M-V/def2-TZVPD.

Summary:
M = 130.3 g/mol
Relative energy (zero: lowest compared OMol25 entry of this formula, charge and spin) = 36.2 kcal per mole
LUMO energy = 0.2 eV
Charge = 0
SMILES = C=C([SiH3])[Si](C)(C)C
Kohn-Sham gap = 9.5 eV
HOMO level = -9.2 eV
2S+1 = 1

The geometry in XYZ format:
```
21
Properties=species:S:1:pos:R:3:forces:R:3:mulliken_charge:R:1
Si 1.84712 -1.96692 -0.10274 -0.4 -1.1 0.5 0.38
Si -0.50836 0.41096 -0.25852 -1.0 1.4 1.0 0.44
C 0.17983 2.22644 -0.46266 -3.8 -0.1 1.0 -1.08
C 0.73213 -0.64039 0.67694 1.9 0.7 6.3 0.32
C -2.09211 0.64901 0.85467 0.7 -2.0 -0.3 -1.12
C -0.86189 -0.37220 -1.95132 2.2 -0.3 0.8 -1.09
C 1.00924 -0.39772 2.18006 2.6 -3.9 -7.6 -0.83
H 2.71914 -1.54861 -1.21250 -0.2 0.4 -0.2 -0.11
H -1.21615 0.15725 -2.79696 0.2 1.4 -0.7 0.40
H -1.80245 0.48172 1.90341 -0.1 -0.1 -0.3 0.29
H -2.47777 1.63264 0.81311 -0.5 1.1 -0.3 0.36
H 0.56444 0.28946 2.79727 -1.3 1.5 1.2 0.37
H 2.84403 -2.79168 0.75794 -0.9 0.9 -0.2 -0.18
H 1.97131 -0.95966 2.55007 -2.2 1.1 -0.4 0.15
H 1.18608 2.39061 -0.62145 2.0 0.1 -1.0 0.42
H -1.54878 -1.17070 -1.99388 -0.7 -1.4 0.8 0.37
H -2.90022 -0.09151 0.60606 0.7 0.7 0.2 0.29
H 0.83745 -2.96811 -0.61778 0.5 0.2 0.0 -0.11
H -0.52520 2.48496 -1.28697 1.0 0.4 -0.1 0.26
H -0.11616 2.99991 0.32927 0.2 -1.5 -0.6 0.28
H 0.15831 -0.81545 -2.16404 -1.0 0.4 -0.4 0.19
```
Positions in Å, forces in eV/Å.

Here is 2 unconnected molecules or ions with the total composition C3HNO at a distorted geometry from the OMol25 dataset. Energies are from ωB97M-V/def2-TZVPD.

Summary:
M = 67.0 g/mol
Relative energy (zero: lowest compared OMol25 entry of this formula, charge and spin) = 85.1 kcal per mole
LUMO energy (spin up / spin down) = -2.1 / -2.0 eV
Charge = 0
Kohn-Sham gap (spin up / spin down) = 7.6 / 7.7 eV
HOMO level (spin up / spin down) = -9.7 / -9.7 eV
2S+1 = 1

The geometry in XYZ format:
```
6
Properties=species:S:1:pos:R:3:forces:R:3:mulliken_charge:R:1
O -3.30318 0.91318 0.36428 2.5 1.2 0.1 -0.17
N -0.80336 1.25180 -2.51424 -0.4 -1.1 0.6 -0.41
C -2.26629 1.40873 0.40911 -2.8 -0.9 0.2 0.14
C -0.11914 -0.15036 -0.63414 1.6 -3.3 2.8 -0.57
C -0.62404 0.41999 -1.64524 0.4 2.1 -2.1 0.69
H 0.36902 -0.99625 -0.00156 -1.3 2.1 -1.6 0.32
```
Positions in Å, forces in eV/Å.

no.,E (eV)
1,-262893.1390
2,-8772.8304
3,-21165.0671
4,-6659.3173